No. 1
C31H49BrFN7OPSiTi | wB97M-V/def2-TZVPD

Geometry as ORCA input:
```
! wB97M-V def2-TZVPD RIJCOSX def2/J DEFGRID3
* xyz -1 1
Ti -0.200 0.093 -0.398
C -0.725 1.482 4.270
Si -0.673 0.003 3.074
C -2.430 -0.249 2.491
C -0.275 -1.513 4.124
N 0.417 0.261 1.762
C 1.704 0.621 1.988
C 2.350 0.773 3.241
C 3.687 1.123 3.354
C 4.481 1.345 2.238
C 3.895 1.206 0.982
C 2.573 0.860 0.906
F 2.019 0.724 -0.348
H -1.753 1.638 4.610
H -0.383 2.403 3.793
H -0.110 1.329 5.160
H -3.064 -0.334 3.380
H -2.537 -1.164 1.908
H -2.797 0.575 1.878
H -0.947 -1.541 4.988
H 0.752 -1.520 4.496
H -0.430 -2.427 3.546
H 1.784 0.596 4.145
H 4.117 1.217 4.345
H 5.523 1.616 2.333
H 4.448 1.358 0.064
C -1.152 5.793 0.684
C -0.854 4.480 0.012
C -0.434 4.420 -1.325
C -0.127 3.214 -1.923
C -0.262 2.058 -1.154
Br 0.312 -0.320 -3.031
N -0.667 2.133 0.093
C -0.960 3.287 0.698
H -1.454 6.546 -0.045
H -0.274 6.174 1.209
H -1.954 5.689 1.416
H -0.351 5.345 -1.887
H 0.203 3.153 -2.951
H -1.282 3.242 1.734
O -3.703 -1.855 -1.267
C -2.908 -1.045 -0.936
N -2.146 -0.194 -0.585
N 0.331 -1.698 -0.201
P 1.148 -2.987 -0.374
N 0.168 -4.306 -0.068
C 0.724 -5.652 -0.018
C -0.381 -6.682 0.182
C -1.492 -6.496 -0.851
C -2.036 -5.048 -0.845
C -1.268 -4.173 0.138
N 2.457 -3.067 0.675
C 3.631 -3.929 0.523
C 4.022 -4.567 1.850
C 4.385 -3.499 2.891
C 3.517 -2.241 2.711
C 2.201 -2.591 2.034
N 1.914 -3.399 -1.810
C 1.136 -3.942 -2.922
C 2.031 -4.813 -3.797
C 3.232 -4.017 -4.301
C 3.977 -3.377 -3.132
C 3.014 -2.553 -2.285
H 1.466 -5.738 0.786
H 1.250 -5.879 -0.955
H -0.793 -6.590 1.190
H 0.051 -7.683 0.110
H -2.294 -7.212 -0.659
H -1.092 -6.742 -1.840
H -3.099 -5.021 -0.596
H -1.944 -4.602 -1.837
H -1.532 -4.436 1.171
H -1.521 -3.125 0.005
H 4.489 -3.342 0.160
H 3.434 -4.688 -0.232
H 4.860 -5.249 1.686
H 3.190 -5.176 2.213
H 5.442 -3.237 2.802
H 4.249 -3.910 3.895
H 4.027 -1.500 2.090
H 3.324 -1.758 3.670
H 1.548 -1.723 1.963
H 1.667 -3.351 2.629
H 0.707 -3.124 -3.514
H 0.306 -4.524 -2.523
H 1.449 -5.201 -4.638
H 2.379 -5.673 -3.213
H 2.876 -3.224 -4.967
H 3.901 -4.654 -4.886
H 4.779 -2.730 -3.498
H 4.439 -4.156 -2.515
H 2.610 -1.728 -2.881
H 3.520 -2.108 -1.428
*
```

Values from the calculation:
**HOMO-LUMO gap**: 7.0 eV
**Max |F|**: 0.35 eV/A
**Energy above the lowest of the compared OMol25 structures with the same formula, charge and spin**: 19.5 kcal per mole
**DFT total energy**: -158470.885 eV

---

No. 2
C31H49ClO2P2Tl | wB97M-V/def2-TZVPD

Geometry as ORCA input:
```
! wB97M-V def2-TZVPD RIJCOSX def2/J DEFGRID3
* xyz 1 1
Tl 0.051 0.039 -0.149
C 2.403 0.767 -0.071
C 1.603 2.003 -0.332
C 0.981 1.172 1.824
C 2.078 0.318 1.289
C 0.703 2.246 0.844
C 3.605 0.355 -0.871
H 3.509 0.530 -1.962
H 3.884 -0.708 -0.755
H 4.493 0.940 -0.545
C 2.832 -0.666 2.081
H 3.608 -1.204 1.513
H 2.203 -1.433 2.568
H 3.360 -0.152 2.903
C 0.458 1.130 3.220
H 1.020 1.839 3.864
H 0.564 0.136 3.691
H -0.613 1.403 3.322
C 0.141 3.540 1.311
H 0.964 4.115 1.782
H -0.618 3.433 2.109
H -0.299 4.232 0.568
C 2.188 3.034 -1.170
H 3.126 3.369 -0.680
H 1.593 3.948 -1.274
H 2.508 2.700 -2.175
C -1.113 0.724 -3.554
C 0.115 1.275 -3.704
C 0.409 2.337 -4.714
C -0.177 3.703 -4.287
C -0.936 3.661 -2.986
C -2.169 3.129 -2.906
C -2.852 2.482 -4.071
C -2.281 1.089 -4.415
H 0.005 2.047 -5.696
H -0.860 4.036 -5.085
H 1.503 2.410 -4.872
H -1.999 1.054 -5.476
H -1.398 0.014 -2.771
H 0.992 1.043 -3.089
H -3.068 0.319 -4.304
H -3.943 2.450 -3.907
H -2.819 3.364 -2.052
H -2.754 3.125 -4.959
H 0.590 4.495 -4.290
H -0.589 4.315 -2.169
P 0.797 -2.097 -1.036
C 2.007 -3.042 -0.041
H 2.088 -4.050 -0.481
H 1.736 -3.183 1.016
H 3.015 -2.603 -0.079
C -0.494 -3.362 -1.239
H -0.007 -4.316 -1.517
H -1.204 -3.114 -2.043
H -1.073 -3.542 -0.315
C 1.673 -2.275 -2.615
H 1.039 -2.051 -3.483
H 1.994 -3.331 -2.720
H 2.583 -1.656 -2.683
P -2.239 0.326 0.472
C -2.808 1.883 1.239
H -3.905 1.939 1.106
H -2.376 2.815 0.869
H -2.623 1.897 2.335
C -3.564 -0.430 -0.530
H -3.959 0.251 -1.294
H -4.435 -0.676 0.109
H -3.265 -1.376 -1.019
C -2.846 -0.549 1.966
H -3.876 -0.208 2.186
H -2.248 -0.336 2.861
H -2.897 -1.632 1.829
Cl 1.230 -5.024 7.541
C 0.793 -4.305 6.056
C -0.550 -3.984 5.772
C -0.896 -3.400 4.550
C 0.079 -3.101 3.587
C 1.405 -3.454 3.859
C 1.765 -4.040 5.082
C -0.421 -2.507 2.251
O -1.389 -3.116 1.772
O 0.117 -1.495 1.766
H -1.312 -4.199 6.514
H -1.948 -3.176 4.361
H 2.212 -3.338 3.133
H 2.801 -4.303 5.268
*
```

Values from the calculation:
**HOMO-LUMO gap**: 7.1 eV
**Max |F|**: 4.45 eV/A
**Energy above the lowest of the compared OMol25 structures with the same formula, charge and spin**: 0.0 kcal per mole
**DFT total energy**: -72820.596 eV